1.
Entry from OMol25: a structure of composition C16H38Al2Cl9F5N2O11S2Si in a non-equilibrium geometry (ωB97M-V/def2-TZVPD).

Properties
Molar mass   994.7 g mol⁻¹
HOMO-LUMO gap   0.9 eV
Highest occupied orbital energy   -8.608 eV
Strongest force on any atom   8.05 eV/A
LUMO energy   -7.72 eV

```
! RIJCOSX wB97M-V def2-TZVPD def2/J DEFGRID3
* xyz 0 1
C 6.755 3.268 -1.035
C 5.234 3.828 -1.346
C 4.959 3.523 -2.912
C 4.253 3.076 -0.332
Si 2.447 3.708 -0.325
C 1.311 2.139 -0.404
C 0.798 1.831 -1.891
N 1.107 0.761 -2.581
S 1.978 5.173 -1.861
O 0.625 5.765 -1.500
O 1.809 4.565 -3.242
F 3.047 6.462 -1.946
H 6.689 2.775 0.005
H 7.087 2.453 -1.765
H 7.525 4.106 -0.962
H 5.299 4.957 -1.195
H 3.960 2.999 -3.118
H 4.975 4.558 -3.451
H 5.760 2.893 -3.422
H 4.236 1.939 -0.442
H 4.667 3.278 0.728
H 2.187 4.320 0.999
H 1.876 1.271 0.067
H 0.427 2.384 0.272
H 0.099 2.625 -2.352
H 0.640 0.821 -3.508
F 6.222 0.310 -2.063
Al 6.697 -0.942 -3.231
F 5.673 -0.818 -4.675
F 6.499 -2.543 -2.503
F 8.393 -0.706 -3.690
N 6.364 6.515 -5.381
H 7.248 6.170 -4.885
H 5.611 6.610 -4.699
H 6.546 7.424 -5.815
H 6.082 5.840 -6.107
O 0.375 1.619 1.996
C -0.689 1.518 2.555
O -0.766 1.609 3.899
C -1.991 1.688 4.626
C -2.554 0.304 4.897
C -1.936 1.195 1.774
H -2.707 2.343 4.120
H -1.751 2.172 5.575
H -2.796 -0.220 3.966
H -3.465 0.372 5.505
H -1.814 -0.311 5.425
H -1.997 0.114 1.630
H -1.868 1.684 0.801
H -2.851 1.560 2.237
Cl 7.061 6.461 -3.315
Al -3.381 -1.874 5.850
C -5.459 -3.900 2.164
Cl -4.647 -2.326 2.278
Cl -6.397 -4.191 3.642
Cl -6.543 -3.903 0.760
Cl -4.228 -5.190 1.976
Cl 6.262 -0.339 -9.414
C 7.553 0.063 -8.253
C 7.033 0.848 -7.067
Cl 6.520 2.497 -7.525
H 8.331 0.611 -8.788
H 7.977 -0.883 -7.911
H 7.821 0.958 -6.320
H 6.185 0.349 -6.595
O 2.125 -2.298 5.565
Cl 1.615 -1.196 4.782
O 2.465 -0.043 4.953
O 0.271 -0.873 5.227
O 1.577 -1.570 3.386
O -9.895 -5.221 3.760
S -10.151 -6.453 3.059
O -10.950 -6.494 1.864
O -10.718 -7.545 4.105
C -11.871 -7.212 4.880
C -13.144 -7.295 4.058
C -8.605 -7.249 2.723
H -11.758 -6.223 5.335
H -11.924 -7.937 5.696
H -13.163 -6.525 3.284
H -14.023 -7.158 4.691
H -13.215 -8.261 3.553
H -8.007 -7.260 3.634
H -8.096 -6.674 1.944
H -8.798 -8.262 2.371
Cl -6.093 -6.419 1.213
*
```


2.
Entry from OMol25: a structure of composition C32H34N4O5S2Ti (ωB97M-V/def2-TZVPD).

Properties
Molar mass   666.6 g mol⁻¹
HOMO-LUMO gap   6.9 eV
Highest occupied orbital energy   -19.573 eV
Strongest force on any atom   0.22 eV/A
LUMO energy   -12.65 eV

```
! RIJCOSX wB97M-V def2-TZVPD def2/J DEFGRID3
* xyz 4 1
Ti 0.018 -0.124 -0.036
O 4.239 5.593 -2.823
N 4.383 4.630 -2.121
O 5.381 4.303 -1.514
C 3.220 3.708 -2.010
C 2.381 3.664 -3.063
C 1.275 2.754 -3.064
C 0.354 2.630 -4.124
C -0.680 1.727 -4.016
C -0.796 0.954 -2.861
N 0.070 1.043 -1.852
C 1.088 1.933 -1.956
C 1.967 2.007 -0.836
N 1.664 1.179 0.212
C 2.450 1.228 1.294
C 3.531 2.095 1.388
C 3.837 2.934 0.341
C 3.046 2.893 -0.832
H 2.554 4.319 -3.909
H 0.462 3.244 -5.010
H -1.404 1.609 -4.810
H -1.612 0.250 -2.746
H 2.206 0.556 2.104
H 4.125 2.104 2.290
H 4.674 3.613 0.409
O -1.791 0.115 -0.061
S -3.017 1.025 0.506
C -3.957 -0.223 1.410
C -3.075 -1.013 2.367
C -2.260 -0.137 3.318
C -1.143 -0.867 4.046
S 0.012 -1.701 2.923
O 0.208 -0.614 1.739
C 1.493 -1.763 3.824
C 1.985 -0.692 4.582
C 3.136 -0.883 5.318
C 3.775 -2.126 5.311
C 3.278 -3.182 4.560
C 2.131 -3.007 3.802
C -4.012 1.452 -0.843
C -4.157 2.832 -1.024
C -5.025 3.286 -2.005
C -5.712 2.371 -2.792
C -5.542 0.994 -2.616
C -4.698 0.520 -1.634
H -4.469 -0.861 0.692
H -4.709 0.382 1.927
H -2.427 -1.667 1.776
H -3.732 -1.676 2.933
H -2.910 0.290 4.086
H -1.818 0.720 2.803
H -1.506 -1.703 4.653
H -0.574 -0.201 4.689
H 1.480 0.267 4.611
H 3.532 -0.077 5.921
H 4.664 -2.269 5.912
H 3.774 -4.143 4.576
H 1.722 -3.830 3.229
H -3.629 3.534 -0.389
H -5.173 4.348 -2.145
H -6.398 2.728 -3.549
H -6.092 0.300 -3.236
H -4.584 -0.546 -1.486
C 2.551 -2.694 -2.318
N 1.266 -3.381 -2.108
C 1.191 -4.723 -2.725
C 0.284 -2.867 -1.449
C -1.031 -3.548 -1.268
O 0.440 -1.674 -0.899
H 3.303 -3.147 -1.674
H 2.461 -1.635 -2.106
H 2.842 -2.841 -3.356
H 2.147 -5.216 -2.564
H 1.022 -4.612 -3.795
H 0.403 -5.320 -2.279
H -1.423 -3.909 -2.218
H -1.742 -2.853 -0.827
H -0.924 -4.410 -0.605
*
```